No. 1
Below is the molecule C22H34N4O10, with properties calculated with ωB97M-V/def2-TZVPD.

Last column: Löwdin charge in e.
Element x y z (Å)
C -3.770 -2.338 2.042  -0.063
C -2.331 -2.458 1.550  -0.398
C -1.795 -3.872 1.749  -0.058
C -1.424 -1.475 2.289  -0.114
O -1.809 -0.129 1.970  0.055
C -0.867 0.769 1.791  -0.553
O 0.321 0.601 1.841  0.136
O -1.470 1.945 1.526  0.069
C -0.711 3.130 1.571  -0.088
N 0.437 3.137 0.684  0.082
C 1.691 3.383 1.235  -0.391
O 1.845 3.562 2.415  0.115
C 2.798 3.445 0.204  -0.080
N 2.643 2.454 -0.839  -0.136
C 2.714 1.071 -0.376  -0.154
C 4.034 0.786 0.351  -0.152
N 4.341 -0.611 0.574  -0.157
C 4.628 -1.382 -0.609  -0.076
C 3.412 -1.862 -1.377  -0.404
O 3.400 -2.047 -2.566  0.114
N 2.313 -2.165 -0.576  0.095
C 1.161 -2.785 -1.209  -0.090
O -0.057 -2.140 -0.930  0.065
C -0.335 -1.002 -1.597  -0.558
O 0.455 -0.375 -2.245  0.144
O -1.610 -0.726 -1.427  0.056
C -2.145 0.361 -2.201  -0.123
C -3.657 0.406 -2.003  -0.391
C -3.985 0.875 -0.589  -0.052
C -4.271 1.343 -3.040  -0.068
C 2.312 -2.090 0.813  -0.370
O 1.459 -2.650 1.454  0.101
C 3.447 -1.322 1.456  -0.068
C 1.412 2.718 -1.550  -0.072
C 0.201 2.983 -0.678  -0.362
O -0.921 3.064 -1.115  0.098
H -3.839 -2.634 3.087  0.081
H -4.119 -1.313 1.950  0.068
H -4.424 -2.982 1.459  0.079
H -2.291 -2.208 0.486  0.120
H -2.380 -4.581 1.169  0.081
H -0.758 -3.927 1.435  0.059
H -1.852 -4.155 2.799  0.084
H -1.529 -1.595 3.373  0.147
H -0.379 -1.635 2.014  0.096
H -1.417 3.911 1.272  0.153
H -0.321 3.306 2.581  0.147
H 3.759 3.338 0.706  0.126
H 2.774 4.437 -0.263  0.145
H 1.873 0.802 0.279  0.109
H 2.655 0.455 -1.278  0.114
H 4.856 1.213 -0.230  0.133
H 4.025 1.255 1.338  0.124
H 5.187 -2.279 -0.308  0.145
H 5.260 -0.807 -1.288  0.140
H 1.367 -2.789 -2.286  0.145
H 1.029 -3.798 -0.817  0.154
H -1.885 0.193 -3.252  0.141
H -1.695 1.303 -1.879  0.105
H -4.049 -0.606 -2.147  0.141
H -5.059 0.861 -0.422  0.083
H -3.508 0.232 0.144  0.054
H -3.620 1.888 -0.440  0.082
H -4.078 0.988 -4.050  0.077
H -3.847 2.339 -2.936  0.084
H -5.346 1.407 -2.896  0.079
H 4.029 -2.059 2.028  0.144
H 3.001 -0.634 2.178  0.142
H 1.169 1.872 -2.201  0.125
H 1.551 3.598 -2.192  0.144

Calculated values
energy above the lowest of the compared OMol25 structures with the same formula, charge and spin = 0.000 eV
LUMO energy = 0.02446 Eh
Kohn-Sham gap = 9.568 eV
strongest force on any atom = 0.72 eV Å⁻¹
SMILES string = CC(C)COC(=O)OCN1C(=O)CN(CCN2CC(=O)N(COC(=O)OCC(C)C)C(=O)C2)CC1=O

***

No. 2
Below is C22H34N5ORuSSi2 as an isolated structure, with properties calculated with ωB97M-V/def2-TZVPD.

Last column: Löwdin charge in e.
Element x y z (Å)
Ru -0.220 -0.473 -0.492  0.750
C 5.368 0.009 1.505  -0.090
C 5.167 -1.416 0.992  -0.249
N 4.261 -1.485 -0.129  -0.028
C 2.933 -1.239 -0.023  -0.785
S 2.038 -1.454 -1.526  0.656
N 2.411 -0.941 1.126  -0.002
N 1.091 -0.832 1.191  -0.110
C 0.423 -0.487 2.315  -0.256
C 1.151 0.122 3.474  -0.012
C -0.925 -0.912 2.335  -0.202
C -1.800 -0.885 3.453  -0.005
C -2.982 -1.571 3.412  -0.057
C -3.342 -2.277 2.251  -0.047
C -2.493 -2.198 1.164  -0.168
N -1.349 -1.540 1.172  -0.004
H 6.167 0.016 2.241  0.068
H 4.450 0.353 1.969  0.046
H 5.623 0.680 0.687  0.075
H 4.763 -2.031 1.805  0.111
H 6.124 -1.836 0.676  0.113
H 4.605 -1.667 -1.057  0.110
H 1.668 1.027 3.151  0.085
H 1.907 -0.577 3.836  0.087
H 0.472 0.374 4.280  0.064
H -1.518 -0.344 4.344  0.105
H -3.642 -1.579 4.269  0.111
H -4.259 -2.842 2.200  0.105
H -2.740 -2.702 0.236  0.111
C 2.541 2.042 -0.184  -0.195
Si 0.904 1.560 -1.104  0.492
C 1.298 1.728 -2.996  -0.225
C -0.396 2.927 -0.747  -0.324
C -0.061 4.255 -0.533  -0.114
C -1.041 5.209 -0.314  -0.101
C -2.373 4.837 -0.332  -0.103
C -2.722 3.519 -0.576  -0.113
C -1.742 2.556 -0.778  -0.326
Si -2.193 0.720 -1.176  0.535
C -3.843 0.376 -0.228  -0.223
C -2.666 0.663 -3.056  -0.207
H 2.535 3.089 0.103  0.010
H 3.389 1.869 -0.839  0.022
H 2.692 1.446 0.708  -0.024
H 1.654 2.732 -3.214  0.018
H 0.420 1.543 -3.609  0.001
H 2.063 1.018 -3.294  -0.011
H 0.976 4.558 -0.538  0.086
H -0.766 6.240 -0.128  0.096
H -3.143 5.577 -0.161  0.095
H -3.768 3.245 -0.613  0.088
H -4.625 1.032 -0.591  0.014
H -3.730 0.548 0.836  0.015
H -4.187 -0.642 -0.367  0.004
H -3.501 1.336 -3.229  0.017
H -2.960 -0.341 -3.344  0.005
H -1.848 0.966 -3.702  0.003
C -1.467 -4.490 -2.703  0.011
C -0.902 -3.408 -1.816  -0.615
N -0.210 -3.788 -0.736  0.159
O -1.097 -2.225 -2.069  -0.078
H -1.429 -5.466 -2.231  0.074
H -0.894 -4.515 -3.628  0.092
H -2.497 -4.237 -2.950  0.089
H 0.039 -4.741 -0.540  0.112
H 0.200 -3.033 -0.180  0.045

Calculated values
LUMO energy (spin up / spin down) = -0.02970 / -0.03213 Eh
multiplicity = 2
Kohn-Sham gap (spin up / spin down) = 5.866 / 6.295 eV
strongest force on any atom = 3.94 eV Å⁻¹